(1)
28
Properties=species:S:1:pos:R:3:forces:R:3 method="wB97M-V/def2-TZVPD" de_lowest_kj_mol=0.0 orbital_gap_ev=9.95 multiplicity=1 lumo_energy_ev=0.54 charge=0
C -1.85147 -0.00128 1.39384 1.0 1.2 -2.9
C -1.76628 -2.32716 0.44701 -1.9 2.2 -2.3
C -2.46737 -1.83339 -1.47118 -0.6 -0.4 -0.7
C -2.49065 2.16220 1.01776 3.2 -3.5 -0.1
C -0.48668 0.54121 0.80559 -0.8 0.9 -0.6
C 1.45228 0.77027 -1.65353 1.9 0.0 1.6
C 2.34588 1.40228 0.63917 -0.7 -0.8 -2.5
C 2.53580 -1.06864 -0.21853 -2.0 0.5 -3.7
C 1.71148 0.25749 -0.16817 0.6 -0.7 -0.6
N -2.83492 1.02814 1.42593 -1.3 -0.5 0.6
N -2.23219 -1.05246 0.45313 0.3 -0.9 1.3
N -2.66090 -0.75320 -0.76104 -0.4 1.8 -1.2
N -1.96762 -2.84290 -0.72880 0.9 -1.4 -0.4
N 0.49765 -0.16962 0.50973 -1.4 0.3 0.3
S -0.82825 2.29550 0.44044 0.6 0.4 -0.1
H -1.61754 -0.27071 2.37099 -0.1 -1.5 1.6
H -1.34796 -2.68819 1.28021 1.5 -1.8 2.7
H -2.70847 -1.94355 -2.57096 0.2 0.3 1.7
H -3.13244 2.92826 0.97020 -2.2 3.0 -0.1
H 2.43608 0.68579 -2.28390 -1.7 0.8 1.4
H 0.80146 0.06297 -2.10141 -1.1 -0.2 -0.6
H 1.05082 1.78762 -1.42908 0.2 -0.7 -1.5
H 1.97471 2.29927 0.20089 0.4 1.0 -0.5
H 3.37699 1.27898 0.54515 1.8 0.4 0.0
H 2.05582 1.52086 1.61400 -0.6 -0.6 2.7
H 1.75012 -1.87715 -0.63825 2.4 1.5 1.1
H 3.48098 -0.97536 -0.79276 -0.9 0.0 -0.5
H 2.92267 -1.21724 0.70357 0.5 -1.3 3.3

=====

(2)
28
Properties=species:S:1:pos:R:3:forces:R:3 method="wB97M-V/def2-TZVPD" de_lowest_kj_mol=0.0 orbital_gap_ev=6.63 multiplicity=1 lumo_energy_ev=-9.53 charge=+2
C 0.60236 -0.12073 1.91467 0.0 -0.4 2.2
C -1.36142 -0.58121 0.57985 -1.3 0.2 -2.1
C 0.74888 0.43335 -0.24983 -2.0 -1.3 2.2
C -0.75315 -0.74345 1.87542 1.9 0.1 0.8
C 3.64070 1.40213 -1.96250 -1.4 0.9 -1.0
C -0.18172 -1.35625 3.95949 0.6 1.5 -2.1
C 2.72928 1.17344 -1.02894 3.0 1.3 0.1
C -3.40456 -0.97143 -0.82388 -1.7 -0.6 -1.2
C 0.77054 1.09557 -2.51888 -1.2 0.2 -1.1
N 1.26060 0.44765 0.97412 0.6 0.0 0.2
N -1.10686 -1.41245 2.90487 -1.5 0.9 -1.5
N -0.55818 -0.06819 -0.41202 0.9 -0.3 2.3
N -2.61726 -0.88948 0.34844 2.2 1.0 0.9
N 1.41817 0.84274 -1.25607 -1.3 -0.1 -0.7
S 1.21332 -0.28187 3.51844 0.1 -0.2 -0.6
H 4.58902 1.81375 -1.84298 1.7 0.1 1.5
H 3.48265 1.58583 -3.00889 -0.8 -0.9 -0.6
H -0.57704 -1.02463 4.84948 -1.4 0.9 2.0
H 0.04116 -2.34796 4.11292 1.3 -2.5 0.6
H 2.95314 1.33467 0.01206 0.2 -0.4 0.0
H -4.36224 -0.32049 -0.72352 1.8 -1.0 -0.4
H -2.77173 -0.72853 -1.68538 -0.7 0.0 -0.1
H -3.71577 -2.06371 -0.86112 0.1 1.3 -0.4
H 1.53276 1.59811 -3.05810 0.3 0.3 -1.0
H 0.52551 0.13708 -3.08454 0.0 1.3 0.8
H -0.05173 1.90103 -2.39766 0.9 -1.7 -0.2
H -0.89303 0.05171 -1.30020 -1.5 0.1 -2.6
H -3.15339 -0.90671 1.16474 -0.8 -0.8 1.9

=====

(3)
24
Properties=species:S:1:pos:R:3:forces:R:3 method="wB97M-V/def2-TZVPD" de_lowest_kj_mol=325.1 orbital_gap_ev=9.90 smiles="CNC(C)=O.c1ccccc1" multiplicity=1 lumo_energy_ev=0.81 charge=0
C 1.31781 0.63265 -0.50589 -2.5 3.5 -2.7
C 2.01677 -0.12640 0.47765 2.0 -3.6 -1.3
C 2.98709 -0.69232 2.67120 2.0 3.1 -3.9
C -2.73952 -0.90141 -0.36049 1.3 -0.2 0.2
C -2.72418 0.16603 0.46842 0.9 3.1 -3.6
C -2.10549 1.33058 -0.18969 0.4 2.4 1.5
C -1.33418 1.31084 -1.34477 -2.6 -2.2 0.2
C -1.47969 0.10026 -2.10429 2.6 5.4 -0.6
C -2.14395 -0.87581 -1.63526 -3.1 -3.9 3.5
H 1.02907 1.70884 -0.26356 0.2 -1.3 0.5
H 0.31528 0.11249 -0.76792 2.3 0.7 0.5
H 1.92115 0.85237 -1.45259 -0.6 -1.1 1.2
H 1.68239 1.03904 2.11901 -0.4 0.9 0.3
H 3.72098 -1.09611 1.74863 -2.0 0.5 3.0
H 3.54990 0.11209 3.24165 -0.5 -1.4 -0.3
H 2.53534 -1.42833 3.30620 -0.4 -0.3 -0.1
H -2.85830 -1.86301 0.04061 -1.2 -1.3 0.4
H -3.36289 0.26455 1.28960 -0.2 0.1 1.5
H -2.10862 2.41197 0.22925 -0.3 -2.1 0.1
H -0.73127 2.13756 -1.65001 0.0 0.4 -0.2
H -0.97654 -0.05221 -2.99207 1.1 0.1 -1.9
H -2.20655 -1.81672 -2.06744 0.1 -1.4 -1.5
N 2.03911 0.19090 1.77562 1.7 -3.0 1.3
O 2.55604 -1.17317 -0.00900 -0.6 1.8 1.8

=====

(4)
24
Properties=species:S:1:pos:R:3:forces:R:3 method="wB97M-V/def2-TZVPD" de_lowest_kj_mol=544.8 orbital_gap_ev=9.31 smiles="C=C=CCC(C)=O.C=C=NC" multiplicity=1 lumo_energy_ev=0.68 charge=0
C -1.84857 1.43276 0.13864 -3.4 -3.6 -0.2
C 0.14250 -1.52965 0.70665 2.2 1.7 1.3
C 3.71584 -2.06898 -1.04214 -1.4 -0.7 -1.3
C -1.09643 0.36252 -0.56994 0.9 -0.3 -1.5
C -0.50475 -0.57193 0.12209 -0.2 -0.4 -1.0
C 3.64548 -0.95002 -0.36078 0.0 -0.4 -0.6
C -3.23610 1.74879 -0.42562 -1.1 -0.4 0.1
C -4.00361 0.51906 -0.85591 -2.3 -1.3 -0.5
C 3.04914 0.58006 1.37381 2.8 1.1 -0.5
N 3.77423 0.09918 0.20995 0.0 0.9 -0.6
O -3.72917 2.85599 -0.43080 0.7 -0.4 0.0
H -1.35387 2.27028 0.02895 2.7 4.5 0.4
H -2.05742 1.07087 1.15628 0.4 0.6 0.0
H -0.20841 -2.47643 0.98808 -0.7 -1.2 0.0
H 1.14248 -1.25130 1.17729 -1.5 -0.7 -0.9
H 3.03083 -2.31097 -1.95872 1.6 0.6 2.0
H 4.35831 -2.80583 -0.57138 -0.1 -0.2 -0.5
H -0.88447 0.45045 -1.70560 -0.4 -0.2 2.0
H -4.97819 0.70838 -1.44495 1.8 0.3 0.5
H -3.32584 -0.15519 -1.47830 -1.1 0.5 1.2
H -4.52879 -0.00048 0.05843 1.8 0.6 -1.4
H 3.87763 0.46699 2.11778 -1.2 0.8 0.1
H 2.73518 1.64242 1.18159 0.3 -1.2 0.5
H 2.28401 -0.08696 1.58461 -1.6 -0.6 0.8

=====

(5)
24
Properties=species:S:1:pos:R:3:forces:R:3 method="wB97M-V/def2-TZVPD" de_lowest_kj_mol=572.9 orbital_gap_ev=10.05 smiles="C1=C2CCCN3O[C@@]23CCC1" multiplicity=1 lumo_energy_ev=1.03 charge=0
C -0.14854 1.70967 0.82980 1.3 1.9 1.6
C -0.70542 0.78423 0.12306 1.6 -5.5 -2.2
C 1.34872 1.90359 1.18528 -0.8 -1.4 -3.0
C -2.09359 0.25721 -0.31485 -0.3 0.4 -1.4
C 2.32985 0.78560 0.69832 -2.8 -1.1 3.6
C -2.08414 -1.33302 -0.38771 -0.5 0.8 -2.1
C 1.62660 -0.63553 0.65613 2.1 0.2 -1.5
C -1.17999 -1.70979 -1.60989 -2.1 0.8 -0.4
C 0.57314 -0.49498 -0.37038 -3.1 1.8 0.1
N 0.15856 -1.60771 -1.18898 2.5 -0.1 2.2
O 0.96062 -0.51685 -1.69684 0.1 0.9 -0.9
H -0.67955 2.56501 1.22567 -0.7 0.0 0.1
H 1.55425 2.86945 0.72620 0.6 0.1 0.0
H 1.51632 1.98607 2.20313 -0.3 0.4 2.2
H -2.91140 0.39542 0.38850 0.2 1.1 0.2
H -2.37675 0.80990 -1.36361 0.5 -1.6 2.4
H 2.66683 0.99105 -0.21466 1.5 0.8 -3.8
H 3.13862 0.80920 1.40053 0.7 -0.3 0.2
H -1.48222 -1.67114 0.39784 0.5 -0.5 1.8
H -3.10887 -1.85427 -0.28750 1.5 1.1 -0.6
H 2.37856 -1.47756 0.30351 -1.5 1.6 0.9
H 1.12553 -0.86126 1.56748 0.0 -0.4 1.0
H -1.20336 -2.77617 -1.87631 -0.9 0.5 -0.6
H -1.40378 -0.92812 -2.39474 0.2 -1.4 0.2

=====

(6)
24
Properties=species:S:1:pos:R:3:forces:R:3 method="wB97M-V/def2-TZVPD" de_lowest_kj_mol=92.7 orbital_gap_ev=10.04 smiles="Cc1ccccc1.CC(N)=O" multiplicity=1 lumo_energy_ev=0.73 charge=0
C -2.38744 -0.94377 -1.44404 -0.4 -1.0 -0.6
C -2.70300 0.51842 -1.31938 1.0 2.7 0.6
O -3.75750 1.07815 -1.51412 -0.5 -0.9 -0.5
N -1.59389 1.28241 -0.93713 0.4 -2.2 0.3
H -1.46756 2.27502 -0.87503 -0.9 0.1 0.0
H -0.94005 0.73082 -0.39158 0.1 0.5 -0.5
H -2.66607 -1.49260 -0.53163 -0.1 0.2 -0.3
H -1.34981 -1.19122 -1.69380 0.0 0.5 0.4
H -2.94890 -1.33320 -2.30568 -0.2 0.1 0.5
C 0.74131 1.37366 2.32133 0.3 0.3 -0.1
C 1.15085 0.41745 1.23258 1.6 -0.3 0.7
C 1.17959 0.76436 -0.10992 -0.7 1.1 0.5
C 1.68754 -0.82061 1.57349 -0.4 -0.4 -0.9
C 1.32280 -0.16768 -1.14005 0.8 -1.6 0.8
C 1.98018 -1.72027 0.56538 0.3 -0.5 -0.7
C 1.79378 -1.45825 -0.79543 -0.9 1.4 1.0
H 0.12679 0.86433 3.05565 0.2 0.0 0.3
H 0.15982 2.18909 1.95547 -0.9 0.4 -0.7
H 1.01101 1.84973 -0.17188 -0.3 -0.6 -1.1
H 1.87767 -1.12706 2.57882 -0.2 0.0 0.6
H 0.97940 -0.05640 -2.14476 0.3 0.9 -0.6
H 2.32286 -2.71136 0.79983 0.2 -0.2 0.4
H 1.93141 -2.26599 -1.50029 0.0 0.2 -0.2
H 1.54921 1.94501 2.79216 0.3 -0.7 0.2

=====

(7)
24
Properties=species:S:1:pos:R:3:forces:R:3 method="wB97M-V/def2-TZVPD" de_lowest_kj_mol=269.9 orbital_gap_ev=9.92 smiles="Cc1ccccc1.CC(N)=O" multiplicity=1 lumo_energy_ev=0.72 charge=0
C -1.99709 -1.09278 -1.50251 -0.9 -1.0 -1.3
C -2.27180 0.24925 -0.86347 -2.3 1.2 1.2
O -2.99158 1.13406 -1.34686 1.9 -1.3 0.2
N -1.96923 0.29669 0.51843 -0.6 -1.6 -2.8
H -1.89052 1.18274 0.91513 0.0 1.4 0.7
H -1.39300 -0.43834 0.85905 0.4 0.0 0.3
H -2.94337 -1.71146 -1.41687 0.7 1.0 -0.4
H -1.33700 -1.67175 -0.90823 1.0 -0.3 0.6
H -1.61374 -1.15971 -2.57589 -0.8 0.7 1.5
C 0.75589 1.39052 2.26794 3.9 2.0 -6.0
C 0.89107 0.47682 0.96431 1.7 1.6 1.9
C 1.43072 1.13806 -0.14560 0.7 2.0 0.4
C 0.96152 -0.91840 1.02603 0.5 2.8 -3.6
C 1.78178 0.53335 -1.37388 -1.9 -3.3 6.6
C 1.30621 -1.55073 -0.16916 0.4 3.4 0.3
C 1.70656 -0.87420 -1.32236 -1.1 0.8 -2.2
H -0.03843 2.01346 2.40797 -2.7 1.8 -0.8
H 1.66777 2.16014 2.21694 -1.7 -2.1 0.8
H 1.72238 2.24162 0.10490 -1.0 -1.9 -1.1
H 0.74500 -1.50202 1.82788 -0.8 -1.3 2.4
H 1.91548 1.12770 -2.14153 1.2 2.3 -4.0
H 1.21952 -2.53012 -0.02723 0.1 -4.3 -0.7
H 1.69159 -1.30302 -2.35012 0.5 -0.5 1.2
H 0.65025 0.80812 3.03515 0.6 -3.4 4.9

=====

(8)
24
Properties=species:S:1:pos:R:3:forces:R:3 method="wB97M-V/def2-TZVPD" de_lowest_kj_mol=198.6 orbital_gap_ev="8.58 / 4.34" multiplicity=2 lumo_energy_ev="-4.34 / -8.57" charge=+1
C 1.79603 2.02713 -1.08555 -1.9 -1.2 -1.1
C 2.05574 2.09911 0.38034 2.8 0.4 0.1
O 3.12844 1.70672 0.86975 -2.8 0.1 -0.5
N 1.08318 2.78139 1.03204 -0.3 -0.5 0.1
H 1.64384 0.94278 -1.32409 0.0 0.7 0.2
H 2.68346 2.27176 -1.60367 0.8 0.5 -0.7
H 0.81916 2.64731 1.95791 0.5 0.1 1.9
H 0.51983 3.42894 0.55685 -0.7 0.5 -0.9
H 0.86994 2.56747 -1.51038 1.6 -0.6 0.9
C -1.66545 -2.86173 -1.52455 -0.3 -0.3 2.4
C 0.16128 -1.23582 1.47678 1.1 -7.2 3.0
C -0.15830 -2.21836 0.51034 -1.1 3.7 0.3
C -0.39881 -0.01112 1.57002 -0.5 2.8 -0.7
C -1.06411 -1.75328 -0.50629 -0.3 -2.9 -2.1
C -1.23375 0.44818 0.53258 -0.2 -2.3 -1.9
C -1.51376 -0.40192 -0.56233 1.0 1.3 2.4
H 0.51076 -1.79421 2.48350 0.0 1.9 -2.3
H 0.00745 -3.26502 0.56264 0.6 -0.5 0.3
H -0.13990 0.76732 2.30183 0.0 -1.0 0.1
H -1.54609 1.43548 0.67718 -0.8 1.3 -0.6
H -2.80303 -2.83103 -1.45743 1.4 0.0 0.0
H -1.30742 -3.94844 -1.33883 -0.5 2.0 0.3
H -2.01180 -0.07491 -1.43694 -0.7 0.4 -0.6
H -1.43671 -2.72774 -2.56171 0.3 0.8 -0.6